C9H24O3Rb as an isolated structure. Source: the Open Molecules 2025 dataset; level of theory: ωB97M-V with the def2-TZVPD basis set.

Geometry as XYZ:
```
37
Properties=species:S:1:pos:R:3:forces:R:3
Rb -1.164482 0.093271 -0.320049 0.0608 0.0928 0.0863
C -1.782902 2.308691 3.454531 -1.1349 1.5065 0.2664
C -3.129692 2.391201 2.702431 1.5902 0.3148 -1.3554
C -3.367122 3.717981 1.917651 0.2105 0.1679 0.7327
O -3.092112 1.441811 1.618661 -0.2778 0.0050 -0.1889
H -1.835762 1.452101 4.126521 0.7455 -0.3824 -0.4958
H -1.737722 3.155441 4.139421 -0.1051 0.2262 0.2258
H -0.932932 2.486441 2.795701 0.0806 -0.8502 -0.0033
H -3.868522 2.093151 3.446341 -0.6178 0.4524 -0.3406
H -3.241032 4.617851 2.519681 -0.5842 -0.1025 0.5305
H -4.316412 3.730161 1.382111 -0.1226 -0.0822 0.3498
H -2.622182 3.934601 1.151991 0.3396 -0.8656 -0.0954
H -2.824222 0.576761 1.937281 -0.1224 -0.4345 0.4663
C 2.764538 -1.525029 1.361001 0.7868 0.2482 -0.5719
C 2.449848 -0.052159 1.547961 1.3074 0.9172 0.2695
C 3.121348 0.892091 0.516921 -0.1407 -0.7277 -0.8644
O 1.081588 0.237641 1.620261 -0.9226 0.3839 -0.5748
H 2.660808 -1.889349 0.338931 -0.6228 0.0842 -0.0787
H 2.235418 -2.169239 2.063231 0.0393 0.0748 -0.0342
H 3.841538 -1.601579 1.510411 0.1170 -0.2785 0.3930
H 2.934498 0.236741 2.480561 -0.2432 -0.0260 0.4926
H 3.108808 0.410171 -0.460679 0.0298 -0.1129 -0.1991
H 4.169948 1.101291 0.728521 -0.0066 -0.2509 0.3017
H 2.660428 1.862401 0.332051 -0.4007 -0.1017 0.6212
H 0.688648 -0.146109 2.407621 0.0290 -0.2059 0.2246
C 1.538848 -2.361809 -3.598199 0.8769 -0.0546 -0.5826
C 0.088118 -2.044509 -3.887549 0.2225 0.5567 1.7560
C -0.755132 -3.241599 -4.176909 -0.5590 -0.7132 -0.5570
O -0.300772 -1.350619 -2.682109 -0.2301 0.0413 0.0776
H 2.187518 -1.510899 -3.390139 -0.3056 0.6371 -0.8881
H 1.906618 -2.935349 -4.449019 0.4844 -0.0210 0.1533
H 1.779268 -2.870959 -2.664899 -1.0134 -0.8305 -0.0451
H -0.097912 -1.375409 -4.727669 0.7213 0.2543 -0.1424
H -0.331842 -3.718189 -5.061099 0.1129 -0.2903 -0.0006
H -1.755622 -2.953399 -4.499519 -0.1338 0.1772 0.1965
H -0.869832 -3.981909 -3.385159 0.3131 0.1612 0.1420
H -1.191592 -1.011669 -2.796779 -0.5240 0.0288 -0.2670
```
Positions in Å, forces in eV/Å.

Output
Frontier orbital gap (alpha / beta), eV: 3.122 / 10.639
F_max, eV/Å: 2.11
Spin multiplicity: 2
Molar mass, u: 265.756
E, Ha: -607.00265
LUMO (alpha / beta), eV: 0.2 / 0.2